(1)
{"formula": "H4O2P3", "method": "ωB97M-V with the def2-TZVPD basis set", "symbols": ["P", "H", "P", "P", "H", "O", "O", "H", "H"], "positions_angstrom": [[1.22907, 0.34030, 0.30132], [-2.84498, 0.79492, 0.53815], [2.54372, -0.27480, -1.13324], [-1.55041, 0.40413, 0.12848], [1.34759, -1.00045, 0.70533], [3.14213, -1.51323, -0.67957], [-1.59576, -0.41002, -1.09821], [-1.09297, 1.70408, -0.03647], [-1.17839, -0.04492, 1.27420]], "mulliken_charge": [-0.32, 0.01, 0.02, 0.21, 0.01, -0.47, -0.59, 0.06, 0.06], "orbital_gap_ev": 7.5, "total_charge": -1, "e_above_lowest_kj_mol": 224.2, "e_lumo_ev": 4.0666, "largest_force_ha_per_bohr": 0.0771, "energy_ev": -32026.09713, "e_homo_ev": -3.46}

***

(2)
{"formula": "H4O2Sn", "method": "ωB97M-V with the def2-TZVPD basis set", "symbols": ["H", "O", "H", "H", "H", "O", "Sn"], "positions_angstrom": [[-1.79505, -2.32368, 1.66952], [0.85581, 2.08757, -1.27000], [0.42116, 2.54759, -2.00724], [1.67535, 1.73504, -1.64949], [-0.60055, -2.59557, 0.73896], [-0.92595, -1.97439, 1.40947], [0.36923, 0.52343, 1.10878]], "mulliken_charge": [0.35, -0.59, 0.35, 0.37, 0.38, -0.58, 1.72], "orbital_gap_ev": 8.6, "total_charge": 2, "e_above_lowest_kj_mol": 104.5, "e_lumo_ev": -12.7137, "largest_force_ha_per_bohr": 0.0257, "energy_ev": -9970.79529, "e_homo_ev": -21.27}

***

(3)
{"formula": "H4OP2S", "method": "ωB97M-V with the def2-TZVPD basis set", "symbols": ["P", "H", "S", "H", "H", "O", "H", "P"], "positions_angstrom": [[-0.19566, -0.64941, 0.07376], [-1.62826, -0.38435, 0.41665], [0.06618, -0.52679, -1.95155], [-0.85339, 1.70456, 1.16071], [0.88254, 2.14575, 0.23169], [0.44067, -1.93199, 0.30212], [0.80620, -1.48036, -1.40168], [0.48173, 1.12258, 1.16829]], "mulliken_charge": [0.51, 0.10, -0.29, 0.07, 0.10, -0.59, 0.25, -0.15], "orbital_gap_ev": 10.1, "total_charge": 0, "e_above_lowest_kj_mol": 99.5, "e_lumo_ev": 0.4676, "largest_force_ha_per_bohr": 0.0763, "energy_ev": -31524.28301, "e_homo_ev": -9.62}

***

(4)
{"formula": "H4OS2", "method": "ωB97M-V with the def2-TZVPD basis set", "symbols": ["H", "H", "H", "H", "O", "S", "S"], "positions_angstrom": [[0.83905, -1.27785, 2.47382], [-1.18962, 1.21762, -0.55046], [-0.45276, -0.69122, -0.26499], [-0.62316, 0.72601, -1.91505], [-0.61293, 1.49300, -1.29869], [1.24636, -0.28226, 1.65810], [0.79305, -1.18530, -0.10272]], "mulliken_charge": [0.17, 0.34, 0.07, 0.33, -0.63, -0.16, -0.11], "orbital_gap_ev": 10.0, "total_charge": 0, "e_above_lowest_kj_mol": 27.1, "e_lumo_ev": 0.2594, "largest_force_ha_per_bohr": 0.0225, "energy_ev": -23782.49725, "e_homo_ev": -9.74}

***

(5)
{"formula": "H4OS2Si", "method": "ωB97M-V with the def2-TZVPD basis set", "symbols": ["O", "S", "H", "H", "S", "H", "Si", "H"], "positions_angstrom": [[0.82968, 0.88432, -0.08436], [-2.37918, 0.42402, 0.03404], [-1.87573, 0.24338, 1.24229], [2.47483, 0.50896, 1.48366], [2.48022, 0.51657, 0.10778], [-0.19264, -1.60147, 0.10967], [-0.49017, -0.41471, -0.77528], [-0.84701, -0.56108, -2.11780]], "mulliken_charge": [-0.38, -0.31, 0.15, 0.14, -0.07, -0.06, 0.62, -0.10], "orbital_gap_ev": 9.0, "total_charge": 0, "e_above_lowest_kj_mol": 107.0, "e_lumo_ev": 0.1769, "largest_force_ha_per_bohr": 0.1079, "energy_ev": -31659.83268, "e_homo_ev": -8.87}

***

(6)
{"formula": "H4OSSi", "method": "ωB97M-V with the def2-TZVPD basis set", "symbols": ["O", "S", "H", "H", "H", "H", "Si"], "positions_angstrom": [[3.65755, -0.05541, -0.03666], [-1.40708, 0.74100, 0.00450], [-2.64376, 1.20645, 0.34227], [-1.55679, 0.68205, -1.24404], [1.24703, 0.73688, -0.65179], [2.59758, 2.10010, 0.87585], [2.44383, 0.79644, 0.02119]], "mulliken_charge": [-0.41, -0.30, 0.15, 0.14, -0.16, -0.06, 0.65], "orbital_gap_ev": 10.0, "total_charge": 0, "e_above_lowest_kj_mol": 261.2, "e_lumo_ev": -0.2500, "largest_force_ha_per_bohr": 0.0768, "energy_ev": -20823.81924, "e_homo_ev": -10.29}

***

(7)
{"formula": "H4S2Si", "method": "ωB97M-V with the def2-TZVPD basis set", "symbols": ["S", "S", "H", "Si", "H", "H", "H"], "positions_angstrom": [[0.66470, -2.48399, -0.04802], [0.00054, 2.53485, 1.75253], [-0.75829, 2.47973, -1.06651], [-0.08786, 1.65430, -0.04061], [-0.03820, -1.49706, 0.46096], [0.56184, 0.38463, -0.53766], [-0.34273, -3.07246, -0.52068]], "mulliken_charge": [-0.24, -0.31, -0.05, 0.46, 0.09, -0.10, 0.14], "orbital_gap_ev": 8.2, "total_charge": 0, "e_above_lowest_kj_mol": 170.1, "e_lumo_ev": -1.0277, "largest_force_ha_per_bohr": 0.0533, "energy_ev": -29611.99375, "e_homo_ev": -9.25}

***

(8)
{"formula": "H4S3", "method": "ωB97M-V with the def2-TZVPD basis set", "symbols": ["S", "S", "H", "H", "H", "S", "H"], "positions_angstrom": [[-1.57422, 0.27343, 0.70698], [-0.63984, 0.19785, -1.19153], [-1.74419, 0.02314, -1.91627], [2.04345, 0.32876, -0.19808], [-2.74991, -0.24576, 0.31299], [2.19291, -0.70031, 0.63653], [2.47180, 0.12289, 1.64938]], "mulliken_charge": [-0.11, -0.15, 0.13, 0.13, 0.14, -0.29, 0.16], "orbital_gap_ev": 8.8, "total_charge": 0, "e_above_lowest_kj_mol": 34.1, "e_lumo_ev": 0.1718, "largest_force_ha_per_bohr": 0.0057, "energy_ev": -32569.99704, "e_homo_ev": -8.63}

***

(9)
{"formula": "H4S4", "method": "ωB97M-V with the def2-TZVPD basis set", "symbols": ["S", "H", "S", "H", "H", "H", "S", "S"], "positions_angstrom": [[1.44189, 0.89500, 2.25539], [2.18731, 3.48331, 1.69128], [1.47629, 2.93229, 2.69792], [-2.08967, -2.72174, -3.42181], [0.67456, 0.85996, 1.14522], [-1.55001, -1.39611, -0.33532], [-1.27109, -1.75136, -2.96269], [-0.86930, -2.30134, -1.06997]], "mulliken_charge": [-0.15, 0.17, -0.18, 0.16, 0.16, 0.16, -0.16, -0.16], "orbital_gap_ev": 9.5, "total_charge": 0, "e_above_lowest_kj_mol": 21.0, "e_lumo_ev": 0.1499, "largest_force_ha_per_bohr": 0.0212, "energy_ev": -43405.38559, "e_homo_ev": -9.34}

***

(10)
{"formula": "H4SSi", "method": "ωB97M-V with the def2-TZVPD basis set", "symbols": ["H", "H", "Si", "H", "H", "S"], "positions_angstrom": [[0.48460, 0.02182, 1.18171], [1.64793, -1.60431, -1.49258], [-0.64128, 0.85954, 0.81964], [-1.50454, 1.02367, 1.97829], [0.95672, -1.95777, -1.52070], [-0.94344, 1.65705, -0.96636]], "mulliken_charge": [-0.05, 0.02, 0.40, -0.06, -0.02, -0.29], "orbital_gap_ev": 8.5, "total_charge": 0, "e_above_lowest_kj_mol": 141.3, "e_lumo_ev": -0.8328, "largest_force_ha_per_bohr": 0.0333, "energy_ev": -18776.30905, "e_homo_ev": -9.32}